{
  "formula": "C14H11BrIN3O4SZn",
  "method": "ωB97M-V with the def2-TZVPD basis set",
  "e_tot_ev": -164754.961,
  "relative_energy_kcal_mol": 3.6,
  "orbital_gap_ev": 6.77,
  "charge": 0,
  "spin_multiplicity": 1,
  "symbols": ["Zn", "C", "N", "C", "C", "H", "I", "H", "H", "Br", "H", "C", "C", "H", "H", "O", "N", "C", "O", "S", "C", "C", "N", "C", "O", "H", "H", "C", "H", "O", "H", "H", "C", "C", "C", "C"],
  "coordinates": [[0.08564, -0.64063, 1.41597], [3.10788, 2.39356, 0.84243], [1.27578, 0.88484, 0.94911], [-1.31380, -2.72779, -2.83601], [-2.09849, 0.65938, 2.71632], [3.14820, 0.40004, 1.66797], [0.90383, -3.21511, 0.84588], [-3.61589, -0.44512, 2.03027], [-0.19903, -5.87758, -3.43365], [1.24970, -6.13843, -0.94364], [-0.66796, 1.99347, 3.15332], [-1.12087, -3.93003, -3.49948], [2.56314, 1.17385, 1.18458], [-3.73076, 1.23715, 1.64520], [0.35989, 3.75635, -0.55322], [2.25360, 5.25354, -1.12637], [-3.28311, 0.49293, 2.15664], [0.49793, 1.81418, 0.32588], [4.06604, 4.90945, 0.25231], [-1.22508, -0.69033, 3.38307], [0.02578, -3.52658, -1.02928], [-0.35314, -4.93358, -2.92424], [-1.58293, 1.87866, 2.76144], [2.93916, 4.68676, -0.24830], [-1.77749, 2.26462, -0.22845], [-0.89279, -1.57064, -1.07861], [-1.93477, 2.61939, 2.17124], [-0.94914, 1.41307, 0.03287], [4.14232, 2.63694, 1.05535], [-1.18840, 0.11984, 0.14377], [-1.56782, -4.09528, -4.47303], [-1.91265, -1.93929, -3.27938], [0.22527, -4.73713, -1.68055], [2.31715, 3.35544, 0.23316], [0.99084, 3.03985, -0.04266], [-0.73799, -2.51581, -1.58991]],
  "atomic_forces_ev_per_a": [[-0.2, -0.2, 0.0], [0.2, 0.0, 0.2], [-0.2, 0.2, -0.3], [0.0, 0.1, 0.0], [-0.1, 0.1, -0.1], [0.0, 0.0, 0.0], [0.0, 0.2, 0.2], [0.0, -0.1, -0.1], [0.0, 0.1, 0.0], [0.0, 0.0, 0.0], [0.2, 0.0, 0.1], [0.0, -0.1, 0.0], [-0.2, 0.0, 0.1], [0.0, 0.0, -0.1], [0.1, 0.0, 0.0], [0.4, -0.1, 0.7], [0.0, -0.1, 0.3], [0.0, -0.3, 0.1], [-0.9, 0.1, -0.3], [0.1, 0.0, -0.1], [0.0, 0.0, 0.0], [-0.1, 0.0, -0.1], [0.0, 0.0, 0.0], [0.6, 0.1, -0.4], [0.0, -0.2, 0.1], [0.0, -0.1, -0.1], [-0.1, 0.1, 0.0], [0.3, -0.7, 0.1], [-0.1, 0.0, -0.1], [0.1, 0.9, -0.1], [0.0, 0.0, 0.1], [0.1, -0.1, 0.0], [0.0, 0.0, 0.0], [0.0, 0.0, -0.2], [-0.2, 0.1, 0.0], [-0.1, 0.0, -0.1]]
}